Model a:
The following is a DFT calculation (wB97M-V/def2-TZVPD) of one molecule with the formula C23H34N4O3S.

Geometry as XYZ:
```
65
Properties=species:S:1:pos:R:3:lowdin_charge:R:1
C 2.26 1.99 -3.59 -0.1575
C 3.13 0.93 -3.98 -0.2648
C 2.47 -0.49 -3.57 -0.2605
N 2.32 -0.60 -2.24 -0.2020
C 3.46 -1.00 -1.62 -0.1886
C 3.87 -2.54 -1.48 -0.2170
N 2.81 -3.25 -1.02 -0.1191
C 1.39 -3.03 -1.96 -0.0686
C 1.16 -1.54 -1.88 -0.1584
H 0.36 -1.15 -2.51 0.1070
H 0.88 -1.31 -0.65 0.1616
H 0.53 -3.66 -1.54 0.1135
H 1.67 -3.20 -3.14 0.1584
C 2.80 -4.73 -0.86 -0.2534
C 3.42 -5.17 0.27 -0.3012
H 4.06 -6.12 0.32 0.1510
C 2.59 -5.02 1.44 -0.3217
N 1.86 -3.88 1.62 0.0631
C 0.26 -3.84 1.48 -0.4380
O -0.21 -4.86 1.47 0.1601
C -0.19 -2.55 1.26 -0.1308
C 0.57 -1.44 2.05 0.1600
C -0.13 -0.14 1.86 -0.0572
C -1.18 0.04 1.17 -0.1653
C -2.17 -1.24 0.46 0.1297
C -1.42 -2.27 0.67 -0.1315
H -1.75 -3.11 0.11 0.1178
H -2.98 -1.02 0.06 0.0092
N -1.78 1.27 0.87 0.0686
C -1.47 2.59 1.26 -0.5913
O -0.58 2.67 1.90 0.1601
C -2.51 3.55 0.78 -0.4376
C -2.19 4.92 1.19 -0.1384
O -2.91 6.00 0.80 -0.0431
C -4.26 5.77 0.47 -0.3303
C -4.53 4.70 -0.41 -0.4466
H -5.58 4.63 -1.06 0.1666
H -3.58 5.06 -1.22 0.1782
S -3.99 3.10 0.14 0.9537
H -4.60 6.63 0.34 0.0579
H -4.81 5.60 1.44 0.1610
C -0.67 5.31 1.90 0.0988
H -0.66 4.98 2.71 -0.0713
H 0.09 5.01 1.05 0.1423
H -0.88 6.33 1.67 0.0541
H -2.84 1.38 0.26 0.1219
H 0.40 0.89 2.13 0.1588
H 1.39 -1.27 2.40 0.0020
H 2.16 -3.12 1.40 -0.0516
H 3.09 -5.44 2.54 0.1577
H 1.68 -5.94 1.39 0.1767
H 4.24 -4.45 0.60 0.1340
H 1.67 -5.14 -1.03 0.1633
H 3.53 -4.93 -1.79 0.1574
H 4.64 -2.61 -0.72 0.1336
H 4.14 -2.77 -2.24 -0.0266
H 4.36 -0.51 -1.81 0.0836
H 3.33 -0.81 -0.33 0.1834
H 1.63 -0.71 -4.08 0.0860
H 3.43 -1.13 -3.78 0.1440
H 3.39 0.87 -5.16 0.1500
H 4.18 1.03 -3.38 0.1360
H 1.88 1.87 -2.64 0.0554
H 1.50 1.76 -4.23 0.0425
H 2.75 2.97 -3.90 0.1132
```

Calculated values
Highest occupied orbital energy ... -7.544 eV
SMILES ... CCCN1CCN(CCCNC(=O)c2ccc(NC(=O)C3=C(C)OCCS3)cc2)CC1
HOMO-LUMO gap ... 7.2 eV



Model b:
The following is a DFT calculation (wB97M-V/def2-TZVPD) of a 2-piece molecular cluster, C23H34N4O3S overall.

Geometry as XYZ:
```
65
Properties=species:S:1:pos:R:3:lowdin_charge:R:1
O -1.02 -3.02 -5.13 0.0360
O -2.39 4.70 1.64 0.0501
O -2.38 -1.92 -0.63 0.0408
S -1.07 7.51 3.85 0.6892
C -1.44 -2.02 -4.55 -0.5565
C -1.23 4.88 1.98 -0.4431
C -1.81 -2.94 -1.02 -0.4590
C 1.14 2.36 2.67 -0.1522
C 0.17 1.39 2.64 -0.1145
C 1.09 -2.18 1.76 -0.1050
C 2.46 -1.95 1.57 -0.1003
C 0.24 -1.13 2.12 -0.0094
C 3.00 -0.67 1.74 -0.0195
C 0.80 0.14 2.29 -0.1404
C 2.16 0.38 2.10 -0.2047
N 2.35 1.74 2.34 0.1153
N -1.94 -4.07 -0.33 0.0326
N -0.63 4.01 2.90 -0.0393
N -1.41 -1.88 -3.22 0.1155
C -2.01 -0.87 -5.34 0.0016
C -1.34 -5.37 -0.63 -0.0595
C 0.82 3.81 2.96 -0.0721
C 2.93 -2.19 -2.51 -0.0809
C 1.81 -4.24 -3.31 -0.0693
C -1.31 7.39 2.03 -0.5339
C -0.57 6.17 1.49 -0.1894
C -1.29 1.64 2.93 -0.1071
C -1.44 3.00 3.61 -0.1285
C 1.59 -2.76 -2.98 -0.4180
C 0.54 -2.56 -1.88 -0.1161
C -0.92 -2.89 -2.27 -0.1948
H -1.90 8.53 4.16 -0.1507
H 0.68 -3.18 1.63 0.0894
H 3.11 -2.78 1.29 0.0958
H -0.82 -1.28 2.26 0.1104
H 4.06 -0.49 1.59 0.1021
H 3.25 2.21 2.27 0.1591
H -2.55 -4.01 0.48 0.1434
H -1.82 -1.05 -2.82 0.1442
H -1.99 -1.12 -6.40 0.0834
H -3.04 -0.70 -5.03 0.0823
H -1.42 0.02 -5.16 0.0816
H -1.71 -5.74 -1.59 0.0874
H -0.25 -5.28 -0.67 0.0746
H -1.61 -6.09 0.14 0.0876
H 1.35 4.41 2.22 0.1181
H 1.20 4.08 3.95 0.1293
H 2.81 -1.13 -2.28 0.0768
H 3.68 -2.30 -3.29 0.0767
H 3.27 -2.71 -1.61 0.0724
H 2.60 -4.34 -4.05 0.0793
H 0.90 -4.66 -3.73 0.0683
H 2.09 -4.79 -2.41 0.0775
H -0.94 8.30 1.55 0.0706
H -2.38 7.32 1.80 0.0771
H -0.60 6.18 0.40 0.1253
H 0.47 6.24 1.79 0.0876
H -1.85 1.62 1.99 0.1265
H -1.69 0.86 3.58 0.1185
H -2.50 3.28 3.66 0.1260
H -1.09 2.93 4.64 0.1296
H 1.30 -2.23 -3.88 0.1270
H 0.57 -1.53 -1.54 0.1270
H 0.82 -3.18 -1.03 0.1015
H -0.95 -3.87 -2.75 0.1268
```

Calculated values
Highest occupied orbital energy ... -7.819 eV
SMILES ... O=C(CCS)N1CCc2c([nH]c3ccccc23)C1.CNC(=O)[C@H](CC(C)C)NC(C)=O
HOMO-LUMO gap ... 8.4 eV



From most stable to least stable, the computed energies give model b, model a.



Model a:
The following is a DFT calculation (wB97M-V/def2-TZVPD) of a 2-piece molecular cluster, Br2H2NOP overall.

Geometry as XYZ:
```
7
Properties=species:S:1:pos:R:3:lowdin_charge:R:1
N 0.82 0.54 -0.90 -0.2278
O -0.31 -1.56 -1.59 -0.4456
P 0.56 -0.52 -2.17 0.3156
Br -0.58 0.86 -3.56 0.2326
Br 3.20 -0.44 1.32 0.0648
H 1.70 1.03 -0.62 0.0055
H 0.25 0.20 -0.11 0.0549
```

Calculated values
Highest occupied orbital energy (spin up / spin down) ... -10.467 / -9.589 eV
HOMO-LUMO gap (spin up / spin down) ... 7.8 / 5.5 eV



Model b:
The following is a DFT calculation (wB97M-V/def2-TZVPD) of one molecule with the formula Br2H2NOP.

Geometry as XYZ:
```
7
Properties=species:S:1:pos:R:3:lowdin_charge:R:1
N -0.29 0.36 0.06 -0.1363
O -1.81 0.56 2.21 -0.3685
P -1.76 0.39 0.78 -0.0345
Br -2.73 1.90 -0.32 0.4578
Br -3.00 -1.85 -0.10 -0.0276
H -0.18 0.45 -0.89 0.0211
H 0.47 0.61 0.70 0.0880
```

Calculated values
Highest occupied orbital energy ... -10.213 eV
SMILES ... NP(=O)(Br)Br
HOMO-LUMO gap ... 8.7 eV



Model c:
The following is a DFT calculation (wB97M-V/def2-TZVPD) of Br2H2NOP as an isolated structure.

Geometry as XYZ:
```
7
Properties=species:S:1:pos:R:3:lowdin_charge:R:1
N 1.15 -0.08 0.19 -0.1578
O -0.69 -0.09 -1.82 -0.3951
P -0.40 -0.10 -0.40 0.1709
Br -1.30 -1.86 0.64 0.3668
Br -2.15 2.18 0.41 -0.1657
H 1.46 -0.58 1.08 0.0955
H 1.94 0.52 -0.10 0.0854
```

Calculated values
Highest occupied orbital energy (spin up / spin down) ... -9.721 / -9.721 eV
HOMO-LUMO gap (spin up / spin down) ... 7.3 / 7.3 eV



From most stable to least stable, the computed energies give model b, model c, model a.



Model a:
The following is a DFT calculation (wB97M-V/def2-TZVPD) of a 2-piece molecular cluster, C5H16N4 overall.

Geometry as XYZ:
```
25
Properties=species:S:1:pos:R:3:lowdin_charge:R:1
C 0.12 1.63 -0.64 -0.4051
C -0.46 2.69 -1.57 -0.1103
C -0.16 1.93 0.82 -0.0969
N -0.60 0.24 -1.08 0.0123
H 1.19 1.50 -0.80 0.1197
H 0.02 -0.47 -1.44 0.0135
H -1.61 0.24 -0.98 0.0617
H -0.09 3.68 -1.29 0.0677
H -1.55 2.73 -1.48 0.0715
H -0.18 2.50 -2.60 0.0684
H 0.07 2.97 1.08 0.0686
H 0.53 1.33 1.42 0.0504
H -1.22 1.79 1.04 0.0785
C -0.06 -1.45 0.87 -0.4355
N -1.06 -2.41 0.54 0.0834
N -0.16 -1.12 2.26 0.0552
N 1.36 -2.11 -0.98 -0.0112
C 1.23 -1.66 0.37 -0.2129
H -1.15 -2.46 -0.47 0.0670
H -1.95 -2.19 0.98 0.0751
H 0.73 -0.85 2.65 0.0703
H -0.48 -1.91 2.81 0.0771
H 1.10 -3.08 -1.11 0.0698
H 2.26 -1.88 -1.41 0.0714
H 2.11 -1.64 1.00 0.0902
```

Calculated values
Highest occupied orbital energy ... -6.884 eV
SMILES ... NC=C(N)N.CC(C)N
HOMO-LUMO gap ... 7.9 eV



Model b:
The following is a DFT calculation (wB97M-V/def2-TZVPD) of C5H16N4 as an isolated structure.

Geometry as XYZ:
```
25
Properties=species:S:1:pos:R:3:lowdin_charge:R:1
C 1.26 -0.83 -1.80 -0.1950
C -0.42 -1.28 -3.45 -0.1825
N -1.89 -0.58 -0.25 -0.1232
N -0.12 -0.70 -2.16 -0.2670
N -1.23 -1.20 0.71 0.0590
N -1.57 0.63 -0.53 -0.0317
H -0.71 0.32 -1.67 0.1248
H -1.29 -2.21 0.68 0.1005
H -0.36 -0.81 1.08 0.0679
H -0.91 1.05 0.14 0.0464
H 1.97 -0.35 -2.50 0.0681
H 1.42 -0.38 -0.81 0.0424
H -0.22 -2.36 -3.43 0.0701
H 0.17 -0.86 -4.28 0.0645
H -1.48 -1.14 -3.67 0.0687
H 1.55 -1.89 -1.74 0.0714
C -0.31 2.26 2.71 -0.1177
C 0.42 0.98 2.98 -0.2567
C 1.45 0.53 2.28 -0.0427
H 0.04 0.39 3.81 0.0975
H -0.29 2.91 3.59 0.0747
H 0.12 2.80 1.87 0.0733
H -1.37 2.06 2.49 0.0736
H 1.84 1.08 1.43 0.0576
H 1.92 -0.42 2.50 0.0562
```

Calculated values
Highest occupied orbital energy ... -7.386 eV
HOMO-LUMO gap ... 8.0 eV



From most stable to least stable, the computed energies give model a, model b.